16
Properties=species:S:1:pos:R:3:forces:R:3 method="wB97M-V/def2-TZVPD" smiles="O=C([O-])NCCCS" gap_ev=7.0 charge=-1 e_homo_ev=-4.0
H 1.09604 0.90836 0.82799 -0.9018 -0.1602 -0.8480
O -3.27752 1.33858 0.60839 1.6138 0.3736 -0.2067
H 1.07055 -2.47780 -0.67271 -0.8823 1.7588 1.9204
H -1.12519 0.53628 1.55586 -0.2245 -0.6772 1.8529
H 1.08245 -0.36247 -1.87556 -0.0851 0.6046 1.6529
S 2.30371 -1.58097 1.25126 -0.3009 1.3029 -1.1855
H -0.65415 -0.56741 -1.36757 2.9159 0.3838 1.4601
C 0.49088 -0.37370 -0.90180 -2.5931 -0.4982 -0.4487
O -2.06458 1.21962 -1.30775 0.2841 0.8443 0.8881
C 0.84389 -1.52936 0.02956 -0.9802 -3.2822 -0.3292
H 2.70807 -0.29090 1.03782 -0.0446 -0.7217 0.2348
H 0.48894 1.79172 -0.63045 -0.6535 -1.1443 1.1486
C -2.19096 1.26844 -0.04473 -1.6077 -1.8914 -0.8147
C 0.28987 0.86592 0.03085 0.9635 1.7306 -1.2264
H -0.06034 -1.69560 0.76724 1.6727 0.0128 -1.7947
N -1.00165 0.94931 0.69161 0.8237 1.3639 -2.3040



16
Properties=species:S:1:pos:R:3:forces:R:3 method="wB97M-V/def2-TZVPD" gap_ev="7.6 / 6.2" charge=+1 e_homo_ev="-12.1 / -12.0"
S -3.83811 -0.18720 0.31065 2.4801 -0.1156 -1.1550
H -1.20665 1.55096 0.13966 -0.1421 -0.5312 -0.2994
C -2.41086 -0.94370 -0.10120 -2.4042 -1.2876 1.2655
H -0.52474 0.41708 1.29219 -0.5245 -0.2739 0.5939
H 2.08870 -2.27718 0.14663 1.6806 -1.7426 1.1754
H 2.62699 0.35490 0.04621 0.5784 -0.8372 -0.2537
H 1.78839 -0.08357 1.30448 -0.4037 0.3490 1.6799
H 0.67783 0.39666 -1.33320 0.4416 0.6697 -0.1879
H 1.19290 1.73504 -0.26718 -0.1968 1.4386 -0.0663
H 0.96695 -1.45311 -1.10402 0.6492 -0.5953 1.3802
C 1.50311 -1.48718 -0.11613 -1.8444 2.5154 -2.8324
C 0.76408 0.77350 -0.31107 -2.0019 -0.5067 -1.0350
N 1.74414 -0.09059 0.31546 1.0759 -1.7928 -0.7933
C -0.63643 0.61578 0.23760 0.2815 1.0052 0.5621
O -1.25681 -0.51375 -0.42210 1.2486 0.8080 -0.4627
O -3.47950 1.19235 -0.13798 -0.9184 0.8972 0.4287



16
Properties=species:S:1:pos:R:3:forces:R:3 method="wB97M-V/def2-TZVPD" smiles=[O-][C@@]1(NO)CC[C@H]1O gap_ev=6.9 charge=-1 e_homo_ev=-2.8
H 1.67959 2.12412 0.27961 -0.7449 -0.3913 0.2755
H -2.16604 -0.93698 0.41348 -0.9264 1.3022 0.5743
C -0.07327 -0.56913 -1.09690 -1.3193 -0.8919 4.4094
H 1.50707 -1.26863 0.33661 0.2011 -1.1075 0.2699
O -1.30922 1.56105 -0.69636 -0.8800 2.2868 -2.0210
O 1.05406 1.87352 0.98475 0.6565 -0.2011 -0.1367
H 2.09279 0.04914 -0.67002 -1.1556 -0.6282 0.2250
H -2.49267 1.68264 0.32286 0.4936 -0.7102 -0.4242
C 1.15838 -0.42385 -0.20266 1.4560 2.5314 -0.6578
O -2.85651 0.99172 0.94845 -0.8547 -1.7490 1.3221
H -0.08023 -0.15023 -2.01761 0.2286 0.9063 -2.9936
H -0.51031 -1.55260 -0.99050 -0.1300 -0.5247 -0.6408
C 0.46913 0.60548 0.72340 -0.2948 0.1116 -1.4781
C -0.89888 0.50900 -0.14948 3.9507 -1.0001 1.3602
H 0.11373 0.13884 1.60363 0.5425 -0.0122 1.5601
N -1.83326 -0.06378 0.90530 -1.2233 0.0779 -1.6443



16
Properties=species:S:1:pos:R:3:forces:R:3 method="wB97M-V/def2-TZVPD" gap_ev=7.5 charge=-1 e_homo_ev=-4.1
C 0.50701 -1.17052 -0.91873 -0.9184 1.5028 1.4717
H 1.04575 -1.95263 -0.40740 0.6897 0.0058 -0.1391
H 0.41980 -0.25308 -0.31909 0.6218 -0.1650 0.2448
H 1.73341 1.23284 -2.21392 -0.4254 -0.6394 1.2077
H -0.52717 -1.49238 -0.87853 -0.2178 -0.3184 -0.6327
O -0.77810 1.87566 1.03207 0.0211 0.5398 -0.2537
H -2.39008 0.10746 2.27494 -0.1748 0.3344 0.2973
C -1.31820 0.12417 2.50726 -0.8948 0.4912 0.0020
N 1.46635 0.37795 -2.67839 0.7612 0.4496 0.3613
H -1.20806 -0.20058 3.55187 0.2714 -0.1291 -0.4328
C -0.78871 1.59373 2.24934 0.4580 -1.4549 0.0832
H 1.77732 0.46198 -3.62972 -0.4706 -0.6873 -0.2943
O -0.37837 2.22785 3.24094 -0.2884 0.1410 -0.1878
C 0.88637 -0.82672 -2.29851 -0.6547 0.4132 -2.7086
H -0.98622 -0.57424 1.73400 0.7082 -0.0316 0.3963
O 0.53891 -1.53152 -3.24612 0.5135 -0.4520 0.5850



16
Properties=species:S:1:pos:R:3:forces:R:3 method="wB97M-V/def2-TZVPD" gap_ev=7.6 charge=-1 e_homo_ev=-3.8
H 0.39186 0.33185 -2.62222 -0.1892 -0.2856 0.1052
C -0.00175 1.21841 -0.36718 1.6826 1.2094 0.2170
C 0.63765 -1.26656 0.84562 -1.9277 -4.5154 2.4967
H 0.79507 2.09751 -0.26996 -2.0300 -1.3263 -0.4711
H 0.93203 -2.25833 2.80351 0.1503 -0.5023 0.1750
H 0.61742 0.42282 -0.79322 -0.0218 -0.1095 1.5726
C 0.22126 -1.55847 2.40411 3.6906 5.0550 0.0216
H -0.40135 1.06426 0.67924 0.3009 -0.1517 -1.5506
N -0.46038 0.86044 -2.67436 -0.6751 -0.0351 -0.0741
O -0.11835 -1.98717 0.18390 -1.3139 0.0921 -2.2112
O -1.99423 2.04624 -1.47626 -1.4081 -0.0068 0.0063
H 0.48069 -0.53706 2.90039 0.2221 -1.3647 -0.1817
O 1.70562 -0.79820 0.52904 2.0036 1.7031 0.2527
C -0.99577 1.37804 -1.49079 1.8236 0.9744 -0.4123
H -0.73274 -1.63295 2.79017 -2.4038 -1.0670 -0.2798
H -1.07701 0.61916 -3.44199 0.0959 0.3305 0.3337



16
Properties=species:S:1:pos:R:3:forces:R:3 method="wB97M-V/def2-TZVPD" gap_ev=8.2 charge=-1 e_homo_ev=-4.5
H 0.75813 1.60116 -0.63694 1.3478 -0.0155 -0.1619
H -1.05907 -0.02071 -2.52812 0.0600 0.3453 0.8418
C 1.95846 -0.04695 2.13098 -0.1608 0.9778 -0.2983
H 1.30144 0.45480 2.83879 -0.4824 -0.3322 -0.1211
H -1.28856 -1.68017 -2.05069 -0.0383 -0.1903 -0.1238
H 1.62610 -1.04537 1.85406 0.1615 -0.2089 0.6345
H -2.56567 -0.76247 -2.88341 -0.1008 -0.3275 0.1788
H 2.95538 0.06707 2.55269 0.0682 -0.7424 -0.1493
C -2.49164 -0.52942 -0.67297 0.7685 -0.0586 -1.4309
O -3.63580 -0.99799 -0.59941 0.0112 0.1380 0.1854
C 2.01282 0.70665 0.83018 1.6614 1.4943 -2.2033
O 3.09337 0.90203 0.24997 -0.1688 -0.5079 0.8205
H -0.00841 0.84091 0.52566 -0.1094 -0.1534 0.4442
N 0.90408 1.24192 0.29312 -2.5315 -0.6484 0.9128
C -1.79482 -0.71684 -2.10831 -0.6439 -0.0958 -0.0863
O -1.76582 -0.01463 0.20439 0.1571 0.3256 0.5566



16
Properties=species:S:1:pos:R:3:forces:R:3 method="wB97M-V/def2-TZVPD" gap_ev=8.1 charge=-1 e_homo_ev=-4.3
H 0.86910 -1.87560 -1.19853 -0.6685 -0.5548 0.1315
C 0.53526 -2.11267 -0.17203 1.2957 0.9080 0.1628
H 1.21104 -1.43264 0.37620 -0.5801 0.0404 0.2281
H -0.96767 0.24524 0.44802 -0.1260 -0.6168 0.0838
N -1.42905 -0.68496 0.41798 0.5302 0.8486 -0.5717
O -0.84925 2.67639 -1.16308 1.2084 -0.1911 -0.0773
H 0.83202 -3.11645 0.16863 -0.3628 0.2605 -0.5890
H 1.48809 1.05716 0.41618 -0.0945 -0.5261 0.3625
H 1.59697 1.82625 -1.17157 -0.6364 -0.5234 -0.3370
C -0.30750 2.20657 -0.13102 -2.6288 1.1322 -0.5063
H 1.81510 2.73212 0.15838 -0.6156 0.1787 0.6143
C -0.93412 -1.89792 0.14717 -0.2110 -0.7363 1.3549
O -1.00364 1.98882 0.91748 1.5994 -0.5233 0.0813
H -2.41469 -0.60580 0.59997 -0.0397 -0.3286 0.0800
O -1.61449 -2.90776 0.35560 -0.0972 -0.0912 -0.6536
C 1.17281 1.90124 -0.16938 1.4271 0.7232 -0.3643



16
Properties=species:S:1:pos:R:3:forces:R:3 method="wB97M-V/def2-TZVPD" smiles="CN[C@H](CO)C(=O)[O-]" gap_ev=8.2 charge=-1 e_homo_ev=-4.1
O 0.29749 2.14242 1.68503 -0.5990 0.0334 0.2758
C -0.63704 -1.88699 -0.95703 0.7941 -0.9555 -0.4121
H -1.54479 -2.48732 -1.08681 -0.1678 0.2428 -0.0220
C -0.57419 1.18559 1.11888 0.5364 -0.0349 0.1922
H 1.17381 1.96797 1.25848 0.2594 -0.0033 -0.2065
H -0.00849 -2.03293 -1.85123 -0.1719 0.3515 -0.0302
O 2.15899 1.32901 0.22033 0.5830 -0.1623 -0.0569
H -1.29388 1.65429 0.44046 -0.1128 0.1691 -0.0123
H 0.46923 -0.68398 1.03533 0.0682 -0.1825 0.0136
O 1.49680 0.24815 -1.64150 0.2110 -0.0671 -0.1219
C 1.40275 0.57970 -0.45216 -0.8451 0.0584 -0.0134
N -0.87619 -0.53859 -0.55655 -0.2785 0.5367 1.0246
H -0.05338 -2.39388 -0.17878 -0.2170 0.1050 0.1085
H -1.12115 0.72568 1.94702 -0.3116 -0.0822 -0.1557
C 0.12680 0.06056 0.31769 0.2032 0.4273 -0.1367
H -1.01675 0.13031 -1.29918 0.0483 -0.4365 -0.4471



16
Properties=species:S:1:pos:R:3:forces:R:3 method="wB97M-V/def2-TZVPD" smiles="CN[C@H](CO)C(=O)[O-]" gap_ev=8.2 charge=-1 e_homo_ev=-4.1
H 0.17841 1.47674 2.18130 -0.2111 0.0437 -0.0843
N -0.51251 -0.44380 -0.95894 -0.6322 -0.1927 0.1332
C 1.36185 0.52638 0.44767 -0.1240 -0.1110 0.3195
H -2.06464 0.61670 0.83189 -0.2390 -0.1026 0.0999
O -0.80019 1.61700 2.05845 0.4560 0.1521 0.1586
O 1.71583 0.87145 1.61617 -0.1502 -0.0624 -0.2120
H -0.19790 -0.87057 1.06434 -0.0298 -0.1790 0.0778
H -0.24335 -2.53917 -1.00297 -0.2571 0.2758 0.3305
H -0.09817 -1.77311 -2.49629 0.2979 0.2770 -0.5664
C -1.07348 1.06986 0.79957 -0.6653 -0.4208 -0.0391
C 0.14640 -1.61290 -1.45719 -0.0158 -1.2937 0.4933
H 1.21782 -1.66346 -1.25209 0.2134 0.3491 -0.4135
C -0.10834 -0.03866 0.37012 0.6186 0.9800 -0.4133
O 2.00775 0.61374 -0.60723 -0.0350 0.0401 -0.0070
H -0.35884 0.32342 -1.59220 0.2937 0.1744 -0.0471
H -1.17066 1.82639 -0.00261 0.4799 0.0699 0.1698



16
Properties=species:S:1:pos:R:3:forces:R:3 method="wB97M-V/def2-TZVPD" gap_ev="10.6 / 7.0" e_homo_ev="-9.7 / -9.7" spin_multiplicity=2
C 1.80012 2.77216 1.16115 -0.4382 0.2826 0.8525
H -1.83781 -3.29801 -0.13952 0.1965 -0.0019 -0.3254
C -0.44244 -2.12281 -2.08378 -0.8938 1.0187 -0.8282
H -0.17664 -3.16914 -2.05734 0.2766 -0.1042 0.1496
O -0.36597 3.40231 1.65843 -0.3074 0.3058 -0.0454
C -0.91855 -1.51675 -0.79693 0.8837 -0.3189 0.4903
H -1.71069 -2.00908 0.97265 -0.1952 0.0944 -0.0321
H -1.25715 -1.99597 -2.79917 -0.2548 -0.3141 -0.0676
N -1.61863 -2.33355 0.02385 -0.4844 -0.1852 0.7738
O -0.62805 -0.39164 -0.44392 -0.1320 0.1407 -0.3898
O 0.15095 1.22246 1.97366 -0.4086 -0.0336 0.3127
H 0.29545 -1.44433 -2.49164 0.6114 -0.3088 0.1218
C 0.38101 2.35137 1.64662 0.8604 -0.4704 -0.2166
H 1.79864 3.60292 0.46312 0.1003 -0.2543 -0.2703
H 2.22702 1.82829 0.83869 0.1013 0.1748 -0.4144
H 2.30273 3.10177 2.07414 0.0843 -0.0254 -0.1109



13
Properties=species:S:1:pos:R:3:forces:R:3 method="wB97M-V/def2-TZVPD" smiles="C=CC=C.O" gap_ev=9.9 e_homo_ev=-9.2
H 1.47577 -3.01145 -1.26290 0.0711 0.0938 0.2022
O 1.74040 -2.95744 -0.33612 -0.0455 -0.1123 -0.1364
H -1.36921 0.18963 1.59755 -0.6735 0.6712 0.3387
H 1.23316 1.37608 0.74417 0.1505 0.3983 0.2580
H 0.87504 0.93991 2.49073 -0.0510 -0.7561 0.1979
C 0.52152 1.00851 1.47754 -0.0186 1.1707 -0.3013
H -1.15213 0.49220 -2.32975 -0.2094 0.2113 -0.0641
H -0.62804 2.19467 -0.68880 -0.1567 0.1026 0.1953
H -1.64673 -0.64813 -0.96213 0.2727 -0.1309 -0.1193
C -1.01437 1.23852 -0.34412 1.0294 -0.3021 -0.6945
C -1.26303 0.32028 -1.27001 -0.8187 -0.2060 0.3209
H 1.96704 -2.03597 -0.18140 -0.0536 0.0367 -0.0564
C -0.73942 0.89317 1.06524 0.5032 -1.1774 -0.1410



13
Properties=species:S:1:pos:R:3:forces:R:3 method="wB97M-V/def2-TZVPD" smiles=CC1(O)CC1 gap_ev=9.0 e_homo_ev=-8.0
H 0.24487 1.21386 1.31730 -0.1231 -0.5930 -0.2854
H 1.72690 -1.23550 -0.46209 0.6436 -0.1126 -0.5407
H 1.98048 0.52620 -0.22359 0.0764 -0.1048 -0.2989
H 1.48037 -0.51737 1.09528 -0.4302 -0.0209 -0.8747
C -0.48951 0.53271 0.87279 -1.1137 0.1937 0.4578
C -1.11061 0.96603 -0.36911 -0.1618 0.4754 -0.1552
C -0.11803 -0.15579 -0.52455 0.6661 0.0611 2.6515
H -2.13097 0.60098 -0.44553 0.2182 0.0371 -0.6576
C 1.34941 -0.33305 -0.00125 0.4792 -0.3642 -1.0306
O -0.83563 -1.35231 -0.78445 0.3771 -0.2037 0.4036
H -0.27991 -1.98228 -1.25942 0.0671 0.2648 0.1268
H -0.87830 -0.22668 1.52883 -0.7156 0.2450 0.2377
H -0.93907 1.96321 -0.74421 0.0165 0.1222 -0.0344



13
Properties=species:S:1:pos:R:3:forces:R:3 method="wB97M-V/def2-TZVPD" smiles="C=CC.C=O" gap_ev=10.3 e_homo_ev=-9.5
C -1.68306 2.41865 0.82998 -1.0029 0.1780 0.8462
H -2.26903 1.89254 0.06749 0.2985 -0.2025 -0.5378
H -2.29344 2.69566 1.70837 -0.0012 0.0765 0.1266
H 0.82796 -1.54084 1.38585 -0.5040 -0.2842 -0.3428
H 1.99665 -1.25643 -1.40216 -0.1840 -0.5939 -0.2600
H -0.17007 0.24393 -0.29565 -0.2538 -0.0541 0.0124
C 1.48158 -1.74294 0.53673 -0.0407 0.6262 0.8093
C -0.10600 -0.56965 -1.01673 1.2805 -1.2092 0.8668
C 1.17489 -1.35489 -0.69650 0.8525 1.5606 0.5494
H -0.85678 -1.33860 -0.83015 -0.7599 0.6691 -0.5777
H 2.45668 -2.00932 0.93186 0.1443 -0.4096 -0.7859
O -0.52603 2.69004 0.78267 0.6908 -0.0527 -0.4234
H -0.03335 -0.12813 -2.00176 -0.5203 -0.3042 -0.2830



13
Properties=species:S:1:pos:R:3:forces:R:3 method="wB97M-V/def2-TZVPD" smiles="C1=CCC1.O" gap_ev=10.2 e_homo_ev=-9.2
C 1.10400 0.67526 -0.30347 0.1603 0.2052 -0.0980
H -0.45947 -1.59473 1.79775 0.0317 -0.1193 0.1283
H -0.59876 2.06002 0.11811 0.1867 0.2002 0.1804
H 1.91032 0.33049 0.35831 -0.2309 -0.1033 -0.2038
H -0.09323 -1.63122 0.30467 -0.3476 -0.2700 0.4342
H 1.49196 1.45982 -0.95418 0.1648 0.1159 0.1682
H -0.27632 0.97185 1.48857 -0.0837 -0.1576 -0.3193
C -0.87913 0.03845 -0.49226 -0.0935 0.4117 -0.5341
C 0.26623 -0.31871 -1.08607 -0.1219 0.4582 -0.5255
H 0.47582 -0.95460 -1.93912 0.0780 -0.0300 0.1317
H -1.92408 -0.21771 -0.62909 0.2143 -0.0762 -0.0159
C -0.23587 1.06953 0.39507 -0.0587 0.2921 -0.0406
O -0.78146 -1.88845 0.94171 0.1004 -0.9270 0.6944



13
Properties=species:S:1:pos:R:3:forces:R:3 method="wB97M-V/def2-TZVPD" smiles=OC1CCC1 gap_ev=11.0 e_homo_ev=-9.9
H 0.35272 1.72799 1.17345 0.0261 -0.0998 -0.1195
C 0.61117 1.13499 0.29168 0.0996 0.1817 0.0573
H 0.94591 -0.64403 1.65522 -0.0257 0.0227 -0.1834
H -1.36628 -0.79348 0.76451 0.1147 0.0014 -0.1316
H -0.38949 0.75652 -1.65022 0.0031 0.0123 0.1415
H 1.58213 -0.82901 -0.00239 -0.1022 0.0647 0.0657
C 0.79772 -0.36816 0.60596 0.1132 -0.1057 0.0238
H -0.55164 -2.48868 -0.59635 -0.0561 0.0792 -0.1199
H 1.44292 1.62436 -0.22206 -0.1347 -0.0498 0.1040
C -0.61632 0.78252 -0.58069 -0.1109 0.0424 -0.0995
C -0.59628 -0.64214 -0.00719 -0.0688 0.2389 0.2392
H -1.52726 1.36619 -0.42153 0.1316 -0.0955 -0.0537
O -0.68529 -1.62707 -1.01041 0.0101 -0.2924 0.0763



13
Properties=species:S:1:pos:R:3:forces:R:3 method="wB97M-V/def2-TZVPD" gap_ev="7.8 / 7.8" e_homo_ev="-8.3 / -8.3"
C 0.90116 -1.28261 -0.17442 0.2007 -0.2973 -0.2613
C 0.99303 0.44191 -0.08485 -0.1587 0.4328 0.0440
H -2.43445 0.83347 0.06468 0.1759 -0.0265 0.0491
H -1.35271 -0.16429 1.10643 -0.0411 0.0761 -0.0026
C -1.43538 0.76083 0.49769 0.0296 0.0163 -0.1721
O -0.32230 -1.63308 0.14370 -0.0256 -0.1756 0.0920
H 1.74627 0.78010 -0.79633 -0.1390 -0.1405 0.0862
H 1.17910 -1.36802 -1.24394 -0.0743 0.0173 0.1427
H 1.73199 -1.71836 0.42409 -0.1501 0.1589 -0.0440
H 1.19067 0.75337 0.94265 -0.0566 -0.0866 -0.1493
C -0.36993 0.53616 -0.48251 0.1979 0.2427 0.1317
H -1.21686 1.61904 1.14367 0.0184 -0.1603 -0.0959
H -0.61057 0.44148 -1.54085 0.0229 -0.0574 0.1796



13
Properties=species:S:1:pos:R:3:forces:R:3 method="wB97M-V/def2-TZVPD" smiles="CCCC=O" gap_ev=10.8 e_homo_ev=-9.8
C -0.32065 0.00527 -0.31349 0.1165 0.4470 0.5483
C -1.06887 -0.64666 0.81823 -0.6028 -0.4510 -0.0274
H -0.87118 -0.34563 1.86661 0.3525 0.2872 -0.1327
O -1.92855 -1.47422 0.64407 0.0880 -0.0358 -0.0797
H 2.61345 1.79940 -0.75318 -0.2304 0.2838 -0.0501
H 0.82497 1.42866 0.80983 0.1198 -0.1883 0.1398
H 1.24249 1.53416 -1.88024 -0.0891 0.1327 0.0909
C 1.83634 1.10530 -1.07712 0.7804 -0.6223 0.4205
H -0.98271 0.81391 -0.65712 0.1241 -0.1248 -0.1287
C 1.02350 0.60025 0.12423 -0.4324 0.1991 -0.7487
H 2.42168 0.26932 -1.47860 -0.3322 0.0283 -0.2500
H -0.21858 -0.71418 -1.12194 -0.0231 -0.0747 -0.0834
H 1.59187 -0.18004 0.62514 0.1286 0.1188 0.3012



What energy above the lowest of the compared OMol25 structures with the same formula, charge and spin values result from the calculations? In sequence: 33.64, 119.89, 138.55, 30.40, 53.32, 16.68, 19.17, 34.22, 31.29, 7.00, 46.59, 73.37, 50.32, 51.55, 20.60, 88.91, 9.97 kcal per mole.